#a
5
Properties=species:S:1:pos:R:3 method="wB97M-V/def2-TZVPD" homo_energy_ev=-10.80 spin_multiplicity=1 homo_lumo_gap_ha=0.3318 lumo_ev=-1.777 mol_weight_g_mol=117.988
N -0.100 -0.711 2.150
S -0.137 0.725 2.307
Cl -0.469 -0.893 -3.242
Cl 0.975 1.724 0.728
H -0.268 -0.846 -1.943

***

#b
5
Properties=species:S:1:pos:R:3 method="wB97M-V/def2-TZVPD" homo_energy_ev="-9.42 / -9.39" spin_multiplicity=1 homo_lumo_gap_ha="0.2959 / 0.2974" lumo_ev="-1.369 / -1.301" mol_weight_g_mol=117.988
N -2.242 0.685 0.449
S 0.871 -0.416 0.020
Cl 1.477 1.179 -1.010
Cl 1.617 -2.081 -0.884
H -1.723 0.632 1.425

***

Taking the most stable structure as the zero point, the relative energies in hartree are #a 0.0000; #b 0.1253.

***

#a
11
Properties=species:S:1:pos:R:3 method="wB97M-V/def2-TZVPD" smiles=C#CC.NI homo_energy_ev=-8.96 spin_multiplicity=1 homo_lumo_gap_ha=0.3293 lumo_ev=0.002 mol_weight_g_mol=182.992
C 0.632 1.379 -1.512
C 0.959 0.960 -0.452
C 1.390 0.452 0.838
H 0.286 1.744 -2.509
H 2.491 -0.062 0.796
H 1.373 1.342 1.545
H 0.792 -0.369 1.157
N -1.969 0.693 -0.065
I -3.830 -0.197 0.090
H -2.135 1.232 -0.937
H -1.831 1.398 0.700

***

#b
11
Properties=species:S:1:pos:R:3 method="wB97M-V/def2-TZVPD" homo_energy_ev=-8.83 spin_multiplicity=1 homo_lumo_gap_ha=0.3465 lumo_ev=0.602 mol_weight_g_mol=182.992
C 0.268 -1.288 0.224
C 0.098 1.354 -0.352
C -0.696 0.365 0.509
N 1.327 -1.242 -0.359
I -2.746 0.033 -0.047
H -0.263 -2.079 0.793
H -0.305 1.332 -1.386
H 1.097 0.868 -0.281
H 0.029 2.421 -0.175
H -0.738 0.290 1.572
H 1.928 -2.056 -0.500

***

Taking the most stable structure as the zero point, the relative energies in hartree are #a 0.0317; #b 0.0000.

***

#a
13
Properties=species:S:1:pos:R:3 method="wB97M-V/def2-TZVPD" homo_energy_ev="-9.08 / -9.07" spin_multiplicity=1 homo_lumo_gap_ha="0.3181 / 0.3181" lumo_ev="-0.420 / -0.418" mol_weight_g_mol=122.149
C -2.096 -0.620 -0.614
C 1.027 0.761 -0.325
N -1.222 -1.051 -1.342
N 0.365 -1.130 1.336
O -2.126 -0.023 0.579
O 1.684 -1.774 -0.821
S 0.745 -0.985 -0.129
H -3.149 -0.796 -0.961
H 0.214 1.056 -0.870
H 1.039 1.325 0.666
H 2.098 0.955 -0.535
H 0.509 -2.102 1.775
H -1.276 -0.393 0.980

***

#b
13
Properties=species:S:1:pos:R:3 method="wB97M-V/def2-TZVPD" homo_energy_ev=-9.09 spin_multiplicity=1 homo_lumo_gap_ha=0.3547 lumo_ev=0.565 mol_weight_g_mol=122.149
C -1.064 -0.071 -0.130
C 0.270 -0.711 0.207
N -1.599 0.927 0.665
N 1.680 0.606 -0.153
O 1.429 1.664 0.251
O 2.576 0.251 -0.891
S 0.998 -2.106 -0.539
H -0.952 0.352 -1.068
H -1.735 -0.972 -0.125
H 0.234 -0.953 1.274
H -1.803 0.721 1.692
H -1.114 1.784 0.446
H 1.081 -1.493 -1.630

***

Taking the most stable structure as the zero point, the relative energies in hartree are #a 0.0000; #b 0.0154.

***

#a
58
Properties=species:S:1:pos:R:3 method="wB97M-V/def2-TZVPD" homo_energy_ev=-3.36 spin_multiplicity=1 homo_lumo_gap_ha=0.1916 total_charge=-1 lumo_ev=1.857 mol_weight_g_mol=1126.562
Ca -0.998 -0.407 0.309
I 5.100 2.036 4.350
C 3.681 1.451 2.885
C 4.101 0.740 1.777
C 3.148 0.341 0.874
I 3.688 -0.731 -0.869
C 1.769 0.599 1.005
O 0.941 0.171 0.133
C 1.397 1.368 2.140
C -0.043 1.755 2.328
N -0.914 0.586 2.338
C -0.582 -0.369 3.382
C -0.922 -1.770 2.952
C -1.789 -2.576 3.679
C -2.059 -3.856 3.224
C -1.435 -4.287 2.064
C -0.581 -3.415 1.410
N -0.326 -2.190 1.840
C 2.346 1.765 3.062
H 5.144 0.524 1.610
H -0.367 2.401 1.501
H -0.131 2.338 3.261
H -1.879 0.892 2.458
H -1.066 -0.143 4.348
H 0.507 -0.332 3.519
H -2.290 -2.188 4.553
H -2.762 -4.492 3.745
H -1.641 -5.264 1.653
H -0.071 -3.706 0.498
H 2.036 2.343 3.922
Se -3.559 -1.601 0.890
Te -3.719 0.598 -0.368
Te -4.304 -0.119 -2.845
Se -2.394 0.199 -4.420
C 0.767 2.428 -4.085
C 0.221 3.343 -3.068
N 0.297 4.637 -3.022
N -0.364 4.995 -1.891
C -0.870 3.928 -1.232
S -1.758 3.970 0.156
N -0.471 2.859 -1.987
N -0.695 1.536 -1.686
H 1.284 2.991 -4.852
H -0.047 1.848 -4.537
H 1.456 1.729 -3.611
H -0.481 5.959 -1.633
H -1.031 1.035 -2.521
H 0.169 1.085 -1.378
C 0.840 -1.498 -3.417
S 0.336 -2.148 -1.798
C -0.312 -3.744 -2.428
O -0.885 -1.382 -1.460
H -0.050 -1.206 -3.978
H 1.416 -2.252 -3.938
H 1.466 -0.632 -3.236
H 0.532 -4.397 -2.633
H -0.905 -3.566 -3.319
H -0.940 -4.177 -1.652

***

#b
58
Properties=species:S:1:pos:R:3 method="wB97M-V/def2-TZVPD" homo_energy_ev=-3.61 spin_multiplicity=1 homo_lumo_gap_ha=0.2017 total_charge=-1 lumo_ev=1.876 mol_weight_g_mol=1126.562
Ca -0.208 -0.446 0.828
I -2.266 0.919 -6.430
C -1.450 0.130 -4.680
C -0.084 -0.061 -4.572
C 0.443 -0.564 -3.396
I 2.502 -0.783 -3.194
C -0.352 -0.895 -2.277
O 0.147 -1.323 -1.177
C -1.757 -0.671 -2.419
C -2.678 -0.950 -1.261
N -2.513 -0.003 -0.141
C -2.721 1.385 -0.526
C -1.489 2.042 -1.078
C -1.575 3.018 -2.070
C -0.419 3.609 -2.538
C 0.802 3.229 -1.994
C 0.796 2.275 -0.996
N -0.316 1.697 -0.547
C -2.276 -0.181 -3.602
H 0.576 0.190 -5.392
H -3.708 -0.902 -1.638
H -2.504 -1.956 -0.868
H -3.179 -0.212 0.597
H -3.539 1.494 -1.251
H -3.012 1.919 0.389
H -2.543 3.271 -2.482
H -0.463 4.347 -3.329
H 1.735 3.651 -2.341
H 1.719 1.947 -0.528
H -3.346 -0.021 -3.678
Se 0.635 -2.204 4.551
Te -1.538 -2.066 3.271
Te -3.178 -0.201 4.573
Se -3.480 1.800 3.103
C 4.691 -2.859 1.015
C 3.464 -3.607 0.658
N 3.432 -4.765 0.079
N 2.100 -5.034 -0.048
C 1.289 -4.070 0.438
S -0.363 -4.071 0.536
N 2.195 -3.138 0.880
N 1.841 -1.924 1.458
H 5.549 -3.500 0.833
H 4.676 -2.562 2.065
H 4.792 -1.957 0.407
H 1.775 -5.897 -0.447
H 1.743 -2.017 2.492
H 2.563 -1.243 1.235
C -0.087 3.352 2.657
S -0.216 1.598 2.981
C 0.197 1.566 4.716
O 1.002 0.993 2.267
H 0.952 3.649 2.796
H -0.753 3.881 3.337
H -0.405 3.521 1.631
H -0.682 1.874 5.283
H 1.059 2.207 4.895
H 0.423 0.519 4.929

***

Taking the most stable structure as the zero point, the relative energies in hartree are #a 0.0612; #b 0.0000.

***

#a
15
Properties=species:S:1:pos:R:3 method="wB97M-V/def2-TZVPD" smiles=CC[Si@@](C)(O)Cl homo_energy_ev=-9.88 spin_multiplicity=1 homo_lumo_gap_ha=0.3855 lumo_ev=0.608 mol_weight_g_mol=124.643
C -1.639 1.020 0.080
C -0.220 1.120 0.637
Si 1.021 -0.016 -0.249
C 0.413 -1.954 0.248
O 0.989 0.310 -1.841
Cl 2.919 0.271 0.437
H -2.325 1.618 0.678
H -1.673 1.379 -0.946
H -1.988 -0.009 0.091
H -0.244 0.844 1.693
H 0.099 2.163 0.600
H 1.099 -2.677 -0.176
H 0.395 -2.069 1.323
H -0.575 -2.129 -0.158
H 1.729 0.128 -2.418

***

#b
15
Properties=species:S:1:pos:R:3 method="wB97M-V/def2-TZVPD" smiles="CC[Si](C)=O.Cl" homo_energy_ev=-10.22 spin_multiplicity=1 homo_lumo_gap_ha=0.3906 lumo_ev=0.412 mol_weight_g_mol=124.643
C -0.127 1.315 0.826
C -0.740 -0.046 0.836
Si 0.186 -1.151 -0.425
C -1.178 -1.718 -1.581
O 1.643 -1.374 -0.617
H 0.676 1.568 1.475
H 0.222 1.702 -0.051
H -0.801 2.041 1.216
H -1.879 -0.085 0.651
H -0.833 -0.478 1.910
H -1.942 -0.993 -1.970
H -0.919 -2.161 -2.465
H -1.790 -2.546 -1.324
Cl 3.820 2.315 1.324
H 3.660 1.612 0.198

***

Taking the most stable structure as the zero point, the relative energies in hartree are #a 0.0000; #b 0.1400.

***

#a
8
Properties=species:S:1:pos:R:3 method="wB97M-V/def2-TZVPD" homo_energy_ev=-8.68 spin_multiplicity=1 homo_lumo_gap_ha=0.2328 lumo_ev=-2.341 mol_weight_g_mol=177.972
C 2.084 0.294 0.863
C 0.875 0.481 0.580
C -1.921 0.909 -0.183
C 3.365 0.062 1.204
I 4.956 -0.010 -0.156
H -2.510 0.795 0.800
H -1.312 -0.055 -0.303
H 3.608 -0.163 2.198

***

#b
8
Properties=species:S:1:pos:R:3 method="wB97M-V/def2-TZVPD" smiles="C#C/C=C/I" homo_energy_ev=-9.21 spin_multiplicity=1 homo_lumo_gap_ha=0.3442 lumo_ev=0.154 mol_weight_g_mol=177.972
C 1.199 1.280 -0.184
C 0.492 0.327 -0.218
C -0.316 -0.809 -0.369
C -1.320 -1.031 0.412
I -2.656 -2.792 0.186
H 1.789 2.076 0.091
H -0.163 -1.590 -1.043
H -1.762 -0.402 1.223

***

Taking the most stable structure as the zero point, the relative energies in hartree are #a 0.2509; #b 0.0000.